{"formula": "C26H31DyI2N10O3S", "method": "ωB97M-V with the def2-TZVPD basis set", "gap_ev": [7.51, 7.52], "s2": 9.33, "fmax_ha_per_bohr": 0.0325, "spin_multiplicity": 6, "charge": 0, "homo_ev": [-7.33, -7.33], "energy_ha": -3661.466996, "symbols": ["Dy", "N", "C", "C", "N", "C", "C", "N", "C", "C", "N", "H", "H", "H", "H", "H", "H", "H", "H", "H", "H", "H", "H", "H", "H", "H", "H", "H", "H", "I", "C", "C", "C", "I", "C", "C", "C", "C", "N", "C", "C", "O", "H", "H", "H", "H", "N", "C", "C", "C", "C", "C", "C", "S", "O", "O", "N", "C", "N", "C", "C", "C", "N", "H", "H", "H", "H", "H", "H", "H", "H", "H", "N", "C"], "positions_angstrom": [[-0.0001, -0.6611, 0.1020], [-1.5705, -0.2065, -1.8811], [-1.7809, 1.1210, -2.4651], [-0.4989, 1.9317, -2.4345], [-0.0230, 2.1730, -1.0709], [-0.8502, 3.1618, -0.3691], [-1.3277, 2.6936, 0.9905], [-2.0473, 1.4348, 0.8352], [1.3876, 2.5642, -1.0693], [2.0123, 2.3969, 0.3012], [1.9315, 0.9916, 0.7121], [-1.0844, -0.8104, -2.5362], [-2.4358, -0.6871, -1.6555], [-2.5670, 1.6222, -1.8980], [-2.1343, 1.0627, -3.4990], [-0.6503, 2.8765, -2.9792], [0.2793, 1.3746, -2.9580], [-1.7265, 3.3954, -0.9825], [-0.3046, 4.1070, -0.2621], [-1.9220, 3.4901, 1.4542], [-0.4762, 2.4990, 1.6440], [-2.8978, 1.5720, 0.2992], [-2.3375, 1.0607, 1.7299], [1.5124, 3.6029, -1.4114], [1.9133, 1.9184, -1.7683], [1.4959, 3.0100, 1.0433], [3.0453, 2.7565, 0.2617], [2.2595, 0.8455, 1.6598], [2.5448, 0.4306, 0.1228], [4.1854, 0.5500, -3.1543], [3.0676, -1.1946, -3.2342], [3.5024, -2.2283, -4.0726], [2.8218, -3.4174, -4.1418], [3.5381, -4.8893, -5.4200], [1.6675, -3.6318, -3.3357], [0.9282, -4.8287, -3.2971], [-0.1452, -4.9327, -2.4512], [-0.4872, -3.8481, -1.6396], [0.1720, -2.7002, -1.6538], [1.2368, -2.5812, -2.4948], [1.9182, -1.3148, -2.4534], [1.4553, -0.3910, -1.6789], [4.3915, -2.0799, -4.6697], [1.2237, -5.6584, -3.9250], [-0.7240, -5.8436, -2.3886], [-1.3185, -3.9192, -0.9534], [-7.9448, -0.3515, 2.9988], [-6.7245, -0.8555, 2.5812], [-6.0052, -1.7343, 3.3959], [-4.7712, -2.2099, 2.9993], [-4.2340, -1.8138, 1.7794], [-4.9420, -0.9436, 0.9599], [-6.1765, -0.4656, 1.3556], [-2.6509, -2.3948, 1.3044], [-2.5856, -2.3352, -0.1521], [-2.4347, -3.6554, 1.9513], [-1.5804, -1.2777, 1.6982], [-1.2404, -0.8762, 2.9603], [-1.9207, -1.2465, 4.0444], [-1.4607, -0.7673, 5.1970], [-0.3613, 0.0710, 5.2884], [0.2385, 0.4265, 4.0913], [-0.1992, -0.0185, 2.9225], [-8.4269, -0.8759, 3.7088], [-8.5531, 0.0068, 2.2823], [-6.4221, -2.0432, 4.3473], [-4.2123, -2.8889, 3.6275], [-4.5364, -0.6603, -0.0036], [-6.7317, 0.2060, 0.7112], [-2.0012, -1.0659, 6.0892], [0.0029, 0.4348, 6.2372], [1.0930, 1.0957, 4.0717], [2.8510, -2.2412, 1.5189], [1.8241, -1.8960, 1.1081]], "lowdin_charge": [1.544, -0.056, -0.225, -0.192, -0.180, -0.184, -0.244, 0.007, -0.214, -0.221, -0.055, 0.074, 0.062, 0.095, 0.120, 0.131, 0.116, 0.118, 0.125, 0.117, 0.089, 0.076, 0.062, 0.130, 0.035, 0.102, 0.120, 0.072, 0.049, 0.954, -0.639, -0.240, -0.683, 0.914, -0.205, -0.035, -0.028, -0.101, 0.044, -0.151, -0.433, -0.307, 0.073, 0.059, 0.110, 0.090, 0.100, -0.320, -0.023, -0.059, -0.295, -0.068, -0.032, 0.590, -0.377, -0.271, -0.286, -0.484, 0.156, -0.109, -0.052, -0.117, 0.077, 0.091, 0.090, 0.113, 0.111, 0.104, 0.110, 0.113, 0.099, 0.114, -0.053, -0.412]}

***

{"formula": "C14H21Cl8F4OP", "method": "ωB97M-V with the def2-TZVPD basis set", "gap_ev": 9.59, "fmax_ha_per_bohr": 0.0158, "charge": 0, "homo_ev": -9.23, "energy_ha": -5043.653553, "smiles": "Cc1cccc(C[PH2](F)COC(F)(F)F)c1.ClCCl.ClCCl.ClCCl.ClCCl", "symbols": ["C", "C", "C", "C", "C", "C", "C", "P", "F", "C", "O", "C", "F", "F", "F", "C", "H", "H", "H", "H", "H", "H", "H", "H", "H", "H", "H", "H", "H", "C", "Cl", "Cl", "H", "H", "C", "Cl", "Cl", "H", "H", "C", "Cl", "Cl", "H", "H", "C", "Cl", "Cl", "H", "H"], "positions_angstrom": [[4.6834, 3.1624, -1.1765], [3.6152, 3.0498, -2.2326], [3.3086, 4.0888, -3.1048], [2.3370, 3.9365, -4.0912], [1.6269, 2.7456, -4.2023], [1.9149, 1.7024, -3.3266], [1.1520, 0.3834, -3.3701], [0.1532, 0.2932, -1.8333], [1.2839, -0.7852, -1.1307], [-1.0712, 1.5893, -2.4803], [-2.1640, 1.7053, -1.5403], [-2.6889, 2.9334, -1.4636], [-1.8926, 3.7845, -0.8216], [-2.9700, 3.4547, -2.6530], [-3.8230, 2.8591, -0.7759], [2.9048, 1.8535, -2.3531], [4.2504, 3.1980, -0.1799], [5.3141, 4.0236, -1.3688], [5.2708, 2.2472, -1.2064], [3.8203, 5.0398, -3.0363], [2.1248, 4.7403, -4.7802], [0.8551, 2.6252, -4.9487], [1.8998, -0.4018, -3.3817], [0.5284, 0.3079, -4.2559], [-0.8612, -0.6412, -1.6590], [0.4424, 1.1530, -0.7688], [-1.4197, 1.3141, -3.4791], [-0.5893, 2.5586, -2.5855], [3.1208, 1.0313, -1.6832], [2.0303, 0.1974, 2.2265], [3.1502, 0.2538, 3.5952], [1.8061, 1.7997, 1.5034], [2.4321, -0.4706, 1.4734], [1.0735, -0.1693, 2.5843], [-1.0316, -2.4772, 1.7411], [0.0506, -2.3307, 3.1304], [-1.2438, -0.9300, 0.9102], [-0.5993, -3.1848, 1.0428], [-1.9986, -2.8261, 2.0934], [-4.1297, -2.9609, 4.3078], [-3.9993, -3.1169, 6.0584], [-3.2718, -4.2685, 3.4713], [-5.1752, -3.0038, 4.0281], [-3.6943, -2.0146, 4.0054], [-3.7798, -7.5809, 5.4749], [-3.6468, -7.7337, 7.2304], [-2.9226, -8.8796, 4.6350], [-4.8272, -7.6229, 5.2011], [-3.3499, -6.6330, 5.1762]], "lowdin_charge": [-0.042, -0.261, -0.047, -0.069, -0.062, -0.289, -0.224, 0.818, -0.403, -0.305, -0.022, -0.777, 0.171, 0.171, 0.174, -0.023, 0.066, 0.076, 0.082, 0.108, 0.102, 0.111, 0.090, 0.090, 0.007, 0.009, 0.097, 0.090, 0.114, -1.058, 0.509, 0.525, 0.022, -0.074, -0.988, 0.564, 0.571, 0.038, -0.072, -0.986, 0.528, 0.559, 0.029, 0.028, -1.043, 0.500, 0.499, 0.025, -0.027]}